# 1
{
  "formula": "C7H22ClI2N2OP2Tm",
  "method": "ωB97M-V/def2-TZVPD",
  "elements": ["I", "I", "Tm", "P", "C", "C", "H", "H", "H", "H", "H", "H", "C", "H", "H", "H", "P", "C", "C", "H", "H", "H", "C", "H", "H", "H", "H", "H", "H", "Cl", "N", "C", "N", "O", "H", "H", "H", "H"],
  "xyz": [[0.0423, 1.6902, 1.3817], [0.0669, -1.7549, 1.3814], [-0.0079, -0.0492, -3.3505], [-2.5048, -0.0120, -0.6057], [-3.2599, 0.0465, 1.1099], [-3.5650, 1.3462, -1.2756], [-4.5906, 1.0559, -1.3107], [-4.5917, -1.1402, -1.2153], [-3.1720, 1.6068, -2.2849], [-3.1750, -1.7516, -2.1555], [-2.9398, 0.9735, 1.6648], [-3.3852, 2.2374, -0.6477], [-3.5656, -1.4212, -1.1669], [-4.4085, 0.0320, 1.0362], [-3.3792, -2.2636, -0.4740], [-2.9243, -0.8200, 1.7379], [2.5033, 0.0001, -0.6037], [3.2590, 0.0680, 1.1098], [3.5704, -1.4029, -1.1650], [3.1617, 1.6260, -2.2872], [4.5798, 1.0777, -1.3146], [3.3749, 2.2550, -0.6492], [3.5578, 1.3663, -1.2791], [3.1825, -1.7311, -2.1530], [4.5971, -1.1142, -1.2100], [4.4072, 0.0551, 1.0330], [2.9234, -0.7947, 1.7389], [3.3866, -2.2446, -0.4724], [2.9379, 0.9970, 1.6606], [-0.0038, -0.0831, -5.6241], [0.0174, 1.1726, 4.8021], [-0.0182, 0.0114, 4.2211], [-0.0281, -1.1173, 4.9094], [-0.0568, -0.0370, 2.9116], [-0.0101, 1.0818, 5.8043], [0.0030, 1.9195, 4.1307], [-0.0045, -1.9787, 4.4170], [0.0199, -0.8979, 5.8328]],
  "mulliken_spin": [0.45, 0.44, 1.00, 0.01, 0.00, 0.00, 0.00, 0.00, 0.00, 0.00, 0.00, 0.00, 0.00, 0.00, 0.00, 0.00, 0.02, 0.00, 0.01, 0.00, 0.00, 0.00, 0.01, 0.00, 0.00, 0.00, 0.00, 0.00, 0.00, 0.00, 0.00, -0.03, 0.00, 0.06, 0.00, 0.01, 0.01, 0.00],
  "spin_multiplicity": 3,
  "orbital_gap_ev": [4.902, 4.268],
  "s_squared": 2.085,
  "homo_energy_ev": [-14.6, -13.8],
  "charge": 2
}

---

# 2
{
  "formula": "C7H22FN5O4Tl",
  "method": "ωB97M-V/def2-TZVPD",
  "elements": ["Tl", "F", "C", "O", "H", "H", "H", "C", "O", "N", "N", "H", "H", "H", "H", "C", "O", "N", "N", "H", "H", "H", "H", "C", "C", "C", "O", "C", "N", "H", "H", "H", "H", "H", "H", "H", "H", "H", "H", "H"],
  "xyz": [[-1.5338, 0.6951, 0.4457], [-3.1834, 2.6253, 1.4245], [-4.1238, -1.9990, 2.3948], [-3.4851, -1.0433, 1.7199], [-5.2171, -1.8717, 2.2075], [-3.8156, -2.9795, 1.9999], [-4.0776, -1.9631, 3.4907], [-1.4289, -2.7475, -1.7240], [-1.8036, -1.7916, -1.0503], [-2.0133, -3.0376, -2.9278], [-0.6980, -3.7686, -1.2058], [-1.7623, -3.8211, -3.4980], [-2.6543, -2.3178, -3.2127], [-0.2662, -3.5973, -0.3156], [-0.4637, -4.5823, -1.7419], [1.6948, -1.0959, -1.3116], [0.6691, -0.4410, -1.1785], [2.5202, -1.4698, -0.2835], [2.0129, -1.7338, -2.4794], [2.3608, -1.1570, 0.6546], [3.0942, -2.2633, -0.4980], [1.4918, -1.5830, -3.3239], [2.6924, -2.4701, -2.5285], [1.8368, 1.5670, 2.2604], [1.1379, 2.8879, 1.9069], [1.4607, 3.2524, 0.4694], [0.7904, 2.3627, -0.4140], [1.2098, 2.5570, -1.7537], [-0.3098, 2.7382, 2.0533], [2.9071, 1.5814, 2.0705], [1.3862, 0.7554, 1.6816], [1.6200, 1.3377, 3.3056], [1.5687, 3.6719, 2.5365], [2.5378, 3.2022, 0.2822], [1.1558, 4.2839, 0.2455], [0.8331, 3.5045, -2.1432], [0.9086, 1.6893, -2.3355], [2.3015, 2.5710, -1.8575], [-0.5822, 2.9145, 3.0192], [-0.7716, 3.5370, 1.6150]],
  "mulliken_charge": [1.22, -0.58, -0.49, -0.24, 0.30, 0.27, 0.27, 0.67, -0.57, -0.46, -0.39, 0.17, 0.24, 0.21, 0.17, 0.58, -0.45, -0.40, -0.44, 0.19, 0.17, 0.22, 0.14, -0.88, 0.13, -0.91, 0.00, -0.95, -0.41, 0.41, -0.21, 0.38, 0.33, 0.45, 0.40, 0.34, 0.20, 0.38, 0.26, 0.25],
  "e_above_lowest_kj_mol": 0.0,
  "orbital_gap_ev": 4.044,
  "homo_energy_ev": -12.1,
  "charge": 1
}

---

# 3
{
  "formula": "C7H22GaNO10P3",
  "method": "ωB97M-V/def2-TZVPD",
  "elements": ["C", "C", "O", "P", "O", "C", "C", "Ga", "P", "O", "O", "P", "O", "O", "O", "O", "C", "C", "H", "H", "H", "H", "H", "H", "H", "H", "H", "H", "H", "H", "H", "H", "H", "H", "H", "H", "H", "C", "N", "O", "O", "H", "H", "H"],
  "xyz": [[-2.5026, -2.8851, 1.0926], [-2.1806, -3.4762, -0.2746], [-1.7200, -2.5280, -1.2443], [-0.2155, -1.9980, -1.3696], [0.5803, -2.8131, -2.2951], [-0.3810, -0.2562, -1.7805], [-1.5489, 0.5178, -1.1316], [-1.2134, 2.2016, -0.0682], [0.9602, 3.1469, 0.2803], [2.1305, 2.1165, -0.3622], [1.1872, 3.0319, 1.9219], [-2.0445, 1.6888, 2.1389], [-3.0110, 0.5551, 2.1828], [-2.6616, 3.0145, 2.8621], [-0.8416, 1.3783, 3.2502], [0.4117, -2.1096, 0.1118], [0.4103, -1.0768, 1.0912], [1.4869, -1.4090, 2.1007], [-3.4567, -3.2656, 1.4585], [-2.5881, -1.7994, 1.0512], [-1.7364, -3.1269, 1.8299], [-1.4558, -4.2923, -0.2092], [-3.0875, -3.8892, -0.7158], [-0.4693, -0.2801, -2.8690], [0.5991, 0.1829, -1.5762], [-2.1275, -0.1376, -0.4780], [-2.2467, 0.7991, -1.9213], [-2.1033, 3.4079, -0.5930], [2.1953, 1.2651, 0.0932], [0.7554, 2.2694, 2.3388], [-2.3075, 3.8114, 2.4433], [-0.6254, 0.4369, 3.1994], [0.6082, -0.1084, 0.6178], [-0.5768, -1.0128, 1.5544], [1.3696, -2.4292, 2.4663], [1.4458, -0.7217, 2.9493], [2.4778, -1.3040, 1.6585], [4.0422, 1.9422, -3.0171], [2.8212, 1.1219, -3.2369], [2.7851, 0.0143, -2.7456], [1.9339, 1.6317, -3.8924], [4.7333, 1.3613, -2.4188], [4.4483, 2.1837, -3.9952], [3.7195, 2.8404, -2.4985]],
  "mulliken_charge": [-0.67, -0.33, -0.34, 0.75, -0.80, 0.12, -0.60, 0.16, -0.06, -0.32, -0.49, 0.72, -0.68, -0.52, -0.68, -0.41, 1.62, -1.57, 0.39, 0.04, 0.18, 0.31, 0.36, 0.36, -0.38, 0.17, 0.60, -0.36, 0.28, 0.41, 0.31, 0.32, -0.67, -0.34, 0.37, 0.36, 0.39, -0.79, 1.00, -0.52, -0.56, 0.29, 0.28, 0.29],
  "e_above_lowest_kj_mol": 0.0,
  "orbital_gap_ev": 7.060,
  "homo_energy_ev": -4.3,
  "charge": -1
}

---

# 4
{
  "formula": "C7H22N4O7Ru",
  "method": "ωB97M-V/def2-TZVPD",
  "elements": ["O", "H", "Ru", "N", "N", "O", "O", "C", "C", "C", "C", "H", "H", "H", "H", "H", "H", "H", "H", "O", "H", "H", "C", "H", "H", "H", "O", "H", "H", "C", "O", "C", "O", "N", "N", "H", "H", "H", "H", "H", "H"],
  "xyz": [[-2.2635, 4.1807, 1.2452], [-2.6315, 5.0657, 1.0736], [0.0465, -0.0387, 0.0291], [1.5704, -0.2789, -1.2106], [1.0917, 1.6545, 0.1813], [1.9512, -1.3878, -2.0442], [0.7777, 2.8274, 0.9067], [2.5215, 0.6658, -1.3153], [2.2797, 1.7748, -0.4539], [3.6720, 0.3896, -2.2089], [3.1800, 2.9440, -0.2135], [3.3965, -0.3312, -2.9841], [4.5014, -0.0341, -1.6187], [4.0028, 1.3321, -2.6658], [2.9450, 3.4134, 0.7459], [3.0712, 3.6891, -1.0164], [4.2241, 2.5993, -0.2000], [1.2494, -2.0708, -2.0335], [-0.1097, 2.7506, 1.3238], [1.4473, -1.0348, 1.9639], [2.3755, -1.1109, 1.6555], [1.3862, -0.1470, 2.3805], [-2.5172, 3.3800, 0.0884], [-2.8852, 2.4073, 0.4402], [-1.6116, 3.3247, -0.5363], [-3.3168, 3.7809, -0.5478], [-1.5744, 0.3392, -2.4061], [-0.7748, 0.2644, -2.9604], [-1.8141, -0.5826, -2.1862], [-4.1179, -1.5279, 2.8405], [-3.2981, -0.3464, 2.5230], [-2.2806, -0.5391, 1.7109], [-1.4090, 0.3622, 1.4896], [-2.1826, -1.7113, 1.0905], [-1.0233, -1.8773, 0.2208], [-4.6103, -1.9522, 1.9571], [-4.8828, -1.1670, 3.5214], [-3.5236, -2.2911, 3.3560], [-2.7049, -2.5319, 1.3913], [-0.3903, -2.5472, 0.6858], [-1.3734, -2.3783, -0.6102]],
  "mulliken_spin": [0.00, 0.00, 3.46, 0.37, 0.35, 0.03, 0.05, 0.27, 0.26, -0.02, -0.01, 0.01, 0.03, 0.00, 0.01, 0.02, 0.01, 0.00, 0.00, 0.06, 0.00, -0.01, 0.01, 0.00, 0.00, 0.00, 0.05, -0.01, -0.01, 0.01, -0.01, 0.01, 0.04, 0.01, 0.06, 0.00, 0.00, 0.00, 0.00, -0.01, -0.01],
  "spin_multiplicity": 6,
  "orbital_gap_ev": [5.499, 7.264],
  "s_squared": 8.763,
  "homo_energy_ev": [-8.7, -11.3],
  "charge": 1
}

---

# 5
{
  "formula": "C7H23N6",
  "method": "ωB97M-V/def2-TZVPD",
  "elements": ["C", "C", "C", "C", "C", "C", "C", "N", "N", "N", "N", "N", "N", "H", "H", "H", "H", "H", "H", "H", "H", "H", "H", "H", "H", "H", "H", "H", "H", "H", "H", "H", "H", "H", "H", "H"],
  "xyz": [[-2.4810, -1.3788, 0.4488], [-0.2373, -2.4254, 0.3258], [-0.9700, 0.0226, -1.6367], [1.2365, 1.9201, -0.5931], [-0.9974, -1.0959, 0.7006], [-0.5478, 0.1742, -0.1638], [1.0264, 0.4188, -0.2081], [1.8407, -0.4145, -1.1771], [-1.0780, 1.7652, 1.7024], [-1.7128, 2.3828, -0.4268], [1.6152, 0.1871, 1.0611], [-1.3244, 1.3412, 0.4466], [3.1077, -0.0368, 0.9648], [-2.5783, -1.8281, -0.4340], [-2.8299, -1.8875, 1.3036], [-2.9341, -0.4654, 0.5396], [-0.4576, -2.7630, -0.6489], [0.7650, -2.3883, 0.2967], [-0.6375, -3.3235, 0.8547], [-1.0623, 0.9962, -1.9641], [-1.9942, -0.4536, -1.5867], [-0.2983, -0.5580, -2.3407], [2.3316, 2.0145, -0.6443], [1.0538, 2.5957, 0.2184], [0.5865, 2.3253, -1.4941], [-0.6883, -1.0131, 1.6826], [1.9092, -0.1435, -2.1517], [1.6194, -1.4415, -1.2056], [-0.0821, 1.8586, 1.8307], [-1.4851, 1.1892, 2.4227], [-2.5732, 2.8195, -0.0831], [-0.9739, 3.0469, -0.2711], [1.1296, -0.5232, 1.5849], [3.5284, 0.8146, 1.2176], [2.8453, -0.1118, -0.8383], [3.4848, -0.7914, 1.5218]],
  "mulliken_charge": [-2.28, -1.88, -1.86, -1.75, 0.01, 0.80, 0.06, 0.13, -0.97, -0.68, -0.09, 0.82, -0.62, 0.66, 0.49, 0.56, 0.44, 0.50, 0.40, 0.68, 0.38, 0.23, 0.42, 0.44, 0.35, 0.70, 0.40, 0.30, 0.27, 0.25, 0.28, 0.19, 0.28, 0.21, 0.63, 0.22],
  "e_above_lowest_kj_mol": 704.2,
  "orbital_gap_ev": 9.071,
  "smiles": "CC(C)[C@@](C)(N(N)N)[C@](C)([NH3+])NN",
  "homo_energy_ev": -12.0,
  "charge": 1
}

---

# 6
{
  "formula": "C7H24BaN4O5",
  "method": "ωB97M-V/def2-TZVPD",
  "elements": ["O", "H", "Ba", "N", "N", "O", "O", "C", "C", "C", "C", "H", "H", "H", "H", "H", "H", "H", "H", "O", "H", "H", "C", "H", "H", "H", "O", "H", "H", "N", "C", "C", "N", "H", "H", "H", "H", "H", "H", "H", "H"],
  "xyz": [[0.5015, 2.6981, 0.0027], [1.5209, 3.2020, -0.4936], [-1.2696, 0.6612, 0.1677], [-1.3944, -0.3890, -2.3743], [0.7794, -1.1294, -1.2074], [-2.4527, 0.0956, -2.9595], [2.1081, -1.5137, -0.8236], [-0.6525, -1.2901, -3.0636], [0.5605, -1.6727, -2.4059], [-1.0336, -1.7943, -4.4088], [1.5930, -2.5667, -2.9810], [-1.9803, -1.3408, -4.7186], [-1.1528, -2.8868, -4.4113], [-0.2644, -1.5423, -5.1520], [1.8488, -3.3811, -2.2881], [2.5229, -2.0211, -3.2039], [1.2414, -3.0146, -3.9171], [-2.8178, 1.4145, -2.1022], [2.3437, -0.9308, -0.0862], [-0.8833, -2.0277, 0.9844], [-1.4466, -2.8057, 1.1413], [-0.2008, -2.3134, 0.3406], [2.5965, 3.6050, -1.0163], [2.5230, 4.6656, -1.2641], [2.7496, 3.0024, -1.9101], [3.3904, 3.4066, -0.2961], [-2.7221, 2.0532, -1.3076], [0.1383, 3.4270, 0.5304], [-2.9485, 2.9387, -1.6347], [0.3862, 0.3713, 2.5390], [-0.3037, 0.3938, 3.8548], [-1.2796, 1.5461, 3.9287], [-2.3152, 1.4202, 2.8512], [0.9614, -0.4715, 2.4839], [1.0297, 1.1601, 2.4746], [-0.8420, -0.5543, 3.9719], [0.4159, 0.4777, 4.6820], [-1.7501, 1.5686, 4.9238], [-0.7605, 2.5006, 3.7762], [-2.9819, 0.6996, 3.1490], [-2.8647, 2.2788, 2.8284]],
  "mulliken_charge": [-0.65, 0.06, 1.67, 0.35, -0.10, -0.83, -0.48, 0.06, 0.42, -1.32, -1.31, 0.33, 0.31, 0.32, 0.34, 0.29, 0.37, 0.43, 0.29, -0.57, 0.26, 0.31, -1.03, 0.29, 0.22, 0.25, -0.65, 0.10, 0.23, -0.39, -0.61, -0.63, -0.50, 0.20, 0.19, 0.33, 0.35, 0.34, 0.36, 0.22, 0.22],
  "e_above_lowest_kj_mol": 0.0,
  "orbital_gap_ev": 5.605,
  "homo_energy_ev": -6.0
}